Molecular formula: CH3NO
Method: DFT, ωB97M-V with the def2-TZVPD basis set

## Properties
highest occupied orbital energy: -9.79 eV
total energy: -4619.6632 eV
energy above the lowest of the compared OMol25 structures with the same formula, charge and spin: 362.58 kJ/mol
charge: 0
lowest unoccupied orbital energy: 0.9 eV

```
6
Properties=species:S:1:pos:R:3:forces:R:3:mulliken_charge:R:1
C 0.99818 -0.06349 0.22594 -4.93 1.79 -1.84 -0.32
N -0.31265 0.06615 0.49867 2.34 0.15 0.74 -0.22
O -1.22140 0.09053 -0.61109 -2.00 -2.30 2.00 -0.39
H 1.03047 -0.19002 -0.94464 1.43 0.23 2.21 0.30
H 1.69485 0.39754 1.03689 -1.14 -1.60 -1.73 0.26
H -2.18946 -0.30071 -0.20576 4.31 1.74 -1.38 0.37
```
Forces are in eV/Å.

***

Molecular formula: CH3NO2
Method: DFT, ωB97M-V with the def2-TZVPD basis set

## Properties
highest occupied orbital energy: -9.85 eV
total energy: -6667.7859 eV
energy above the lowest of the compared OMol25 structures with the same formula, charge and spin: 374.18 kJ/mol
charge: 0
lowest unoccupied orbital energy: 0.9 eV

```
7
Properties=species:S:1:pos:R:3:forces:R:3:mulliken_charge:R:1
O 0.99760 -0.91890 -0.02935 4.68 1.56 0.02 -0.59
C 0.76863 0.31249 -0.01298 0.03 -2.04 -0.19 0.09
N -0.53727 0.50300 -0.16213 -4.87 0.14 2.03 -0.12
O -1.12958 -0.79527 -0.02897 -2.75 1.75 -0.71 -0.47
H 1.47116 1.13641 -0.04651 0.15 -0.02 0.22 0.35
H -1.30096 1.03538 0.40702 2.76 -0.17 -1.52 0.30
H -0.26958 -1.27311 -0.12709 0.01 -1.21 0.15 0.44
```
Forces are in eV/Å.

***

Molecular formula: CH3NO2
Method: DFT, ωB97M-V with the def2-TZVPD basis set

## Properties
highest occupied orbital energy: -9.36 eV
total energy: -6667.0035 eV
energy above the lowest of the compared OMol25 structures with the same formula, charge and spin: 449.68 kJ/mol
charge: 0
lowest unoccupied orbital energy: 0.6 eV

```
7
Properties=species:S:1:pos:R:3:forces:R:3:mulliken_charge:R:1
O -1.18855 -0.20748 -0.02976 -0.43 -0.43 -0.26 -0.42
C -0.02478 -0.57914 0.48775 3.62 3.00 -0.79 0.25
N 1.40366 0.47449 0.18714 -1.84 -0.96 1.64 -0.46
O 1.05529 -0.88148 -0.27096 -1.02 -1.06 -0.66 -0.28
H -1.15141 -0.16484 -0.99778 0.20 -0.05 0.15 0.35
H -0.03639 -0.84974 1.52928 -0.12 -0.16 0.09 0.36
H 1.09726 1.09764 -0.56695 -0.40 -0.34 -0.17 0.20
```
Forces are in eV/Å.

***

Molecular formula: CH3NO2
Method: DFT, ωB97M-V with the def2-TZVPD basis set

## Properties
highest occupied orbital energy: -10.24 eV
total energy: -6668.5000 eV
energy above the lowest of the compared OMol25 structures with the same formula, charge and spin: 305.29 kJ/mol
charge: 0
lowest unoccupied orbital energy: 0.8 eV

```
7
Properties=species:S:1:pos:R:3:forces:R:3:mulliken_charge:R:1
O -1.80909 -0.70896 0.53841 -2.56 -2.73 1.93 -0.38
C -0.92061 -0.03849 0.22506 2.24 1.38 -1.83 0.09
N 0.48079 -0.29980 0.42535 -0.30 -2.16 -1.38 -0.23
O 1.12403 0.38311 -0.63113 1.26 1.86 0.10 -0.42
H -1.13600 0.81175 -0.42353 0.68 0.88 0.08 0.31
H 0.68207 -1.31985 0.09759 -0.72 2.01 1.46 0.28
H 1.57881 1.17224 -0.23175 -0.60 -1.26 -0.36 0.34
```
Forces are in eV/Å.

***

Molecular formula: CH3NO2
Method: DFT, ωB97M-V with the def2-TZVPD basis set

## Properties
highest occupied orbital energy (spin up / spin down): -18.85 / -17.74 eV
2S+1: 2
total energy: -6660.3564 eV
energy above the lowest of the compared OMol25 structures with the same formula, charge and spin: 40.56 kJ/mol
charge: +1
lowest unoccupied orbital energy (spin up / spin down): -5.1 / -10.8 eV

```
7
Properties=species:S:1:pos:R:3:forces:R:3:mulliken_spin:R:1
N -1.00143 0.14910 -0.01007 0.58 -2.63 0.71 0.44
C 0.31185 0.17972 0.34688 -0.69 -2.31 -4.23 -0.11
O 0.92467 -0.90537 -0.13004 0.84 0.12 0.41 0.07
O 0.94341 1.16081 0.64045 0.40 1.98 1.62 0.62
H -1.46992 -0.77270 -0.17952 0.73 0.84 0.53 -0.01
H -1.55999 0.92157 -0.20078 -0.93 2.18 0.14 -0.01
H 1.85140 -0.73312 -0.46692 -0.92 -0.19 0.81 0.00
```
Forces are in eV/Å.

***

Molecular formula: CH3NO2P
Method: DFT, ωB97M-V with the def2-TZVPD basis set

## Properties
highest occupied orbital energy: -4.46 eV
total energy: -15960.1188 eV
energy above the lowest of the compared OMol25 structures with the same formula, charge and spin: 75.62 kJ/mol
charge: -1
lowest unoccupied orbital energy: 4.5 eV

```
8
Properties=species:S:1:pos:R:3:forces:R:3:mulliken_charge:R:1
C 2.14026 0.59400 0.08654 1.78 -1.83 -0.38 -0.35
N 1.28495 -0.39255 -0.05552 2.79 1.43 0.18 -0.02
O -3.43473 0.45883 -0.11414 -2.19 1.53 -0.09 -0.50
O -1.57398 -1.06161 -0.04938 1.42 0.26 0.20 -0.55
P -1.98397 0.38851 0.06637 0.52 -1.67 -0.10 -0.03
H 1.69060 1.56656 0.26625 -1.08 -0.07 0.02 0.08
H 0.35594 -0.18206 0.01934 -3.38 -0.31 0.09 0.17
H 1.52092 -1.37168 -0.21946 0.15 0.66 0.09 0.20
```
Forces are in eV/Å.

***

Molecular formula: CH3NO2S
Method: DFT, ωB97M-V with the def2-TZVPD basis set

## Properties
highest occupied orbital energy (spin up / spin down): -10.37 / -10.37 eV
total energy: -17501.4402 eV
energy above the lowest of the compared OMol25 structures with the same formula, charge and spin: 388.82 kJ/mol
charge: 0
lowest unoccupied orbital energy (spin up / spin down): -0.5 / -0.5 eV

```
8
Properties=species:S:1:pos:R:3:forces:R:3:mulliken_charge:R:1
C -1.22653 -0.19540 -0.10622 2.40 -2.07 -0.86 -0.84
S 0.30792 -1.20614 0.24117 -0.21 1.04 -0.14 0.07
N 1.43128 0.14541 0.09731 -1.98 4.99 1.06 0.75
O 0.90156 1.42650 0.27797 2.91 -5.30 -0.92 -0.55
O 2.58212 -0.09645 -0.07774 -0.32 0.24 0.08 -0.47
H -1.83784 -0.47488 0.70947 -1.63 -0.53 -0.15 0.37
H -1.26484 -0.37709 -1.18789 -1.60 -0.08 0.60 0.33
H -0.89368 0.77805 0.04593 0.45 1.70 0.34 0.33
```
Forces are in eV/Å.

***

Molecular formula: CH3NO3
Method: DFT, ωB97M-V with the def2-TZVPD basis set

## Properties
highest occupied orbital energy: -0.80 eV
total energy: -8712.5263 eV
energy above the lowest of the compared OMol25 structures with the same formula, charge and spin: 123.48 kJ/mol
charge: -2
lowest unoccupied orbital energy: 5.8 eV

```
8
Properties=species:S:1:pos:R:3:forces:R:3:mulliken_charge:R:1
C -2.01874 1.11399 -2.40880 1.88 -2.86 -0.02 -0.60
N -2.41316 -0.05173 -2.88976 -4.03 0.11 -2.38 0.45
O -3.98942 -0.02622 -3.24523 4.52 -0.36 1.03 -0.76
O -1.69426 -1.07193 -3.25281 -1.46 2.38 1.41 -0.65
O 5.33191 -0.06639 9.60640 -1.08 0.86 -0.39 -1.14
H -2.69626 1.94543 -2.28662 0.08 -0.38 0.09 0.30
H -0.94391 0.97716 -2.10791 -1.03 1.11 -0.18 0.25
H 4.57784 0.51118 9.30117 1.11 -0.86 0.44 0.14
```
Forces are in eV/Å.

***

Molecular formula: CH3NO3
Method: DFT, ωB97M-V with the def2-TZVPD basis set

## Properties
highest occupied orbital energy (spin up / spin down): -7.57 / -8.28 eV
total energy: -8712.0828 eV
energy above the lowest of the compared OMol25 structures with the same formula, charge and spin: 471.22 kJ/mol
charge: 0
lowest unoccupied orbital energy (spin up / spin down): 0.4 / 0.7 eV

```
8
Properties=species:S:1:pos:R:3:forces:R:3:mulliken_charge:R:1
C 1.41569 -0.69575 -0.01936 -2.59 0.50 2.78 0.14
N -0.53599 0.18508 0.66615 2.47 1.88 -0.08 -0.06
O 1.85168 -0.24240 -0.96847 1.33 0.80 -2.51 -0.27
O -1.40036 -0.73023 0.31056 -2.35 -1.55 -1.79 -0.30
O -0.70279 1.26710 -0.25667 0.28 -2.35 -1.52 -0.46
H 1.88205 -1.24546 0.81483 0.11 -0.34 0.06 0.28
H -1.67324 -0.65714 -0.66156 0.78 0.20 1.51 0.33
H -0.83703 2.11882 0.11452 -0.02 0.85 1.56 0.33
```
Forces are in eV/Å.

***

Molecular formula: CH3NO3
Method: DFT, ωB97M-V with the def2-TZVPD basis set

## Properties
highest occupied orbital energy: -10.96 eV
total energy: -8714.7498 eV
energy above the lowest of the compared OMol25 structures with the same formula, charge and spin: 213.89 kJ/mol
charge: 0
lowest unoccupied orbital energy: 0.2 eV

```
8
Properties=species:S:1:pos:R:3:forces:R:3:mulliken_charge:R:1
O 0.29012 -1.64144 -0.22069 0.55 -2.44 0.05 -0.54
N 0.05707 -0.64134 -0.80592 -0.98 2.23 -0.99 0.97
O 0.03494 -0.41271 -2.01327 0.08 -0.74 1.06 -0.56
C -0.22673 0.52282 0.14111 -1.52 -0.05 -0.66 -0.37
O 0.79007 0.57523 1.01450 0.20 -0.59 2.16 -0.47
H -0.22808 1.36215 -0.53330 -0.37 0.52 0.12 0.34
H -1.18152 0.28770 0.71613 0.70 0.42 -1.48 0.26
H 0.46413 -0.05242 1.70145 1.33 0.66 -0.26 0.37
```
Forces are in eV/Å.